Here is a single C19H24N2O4S2 molecule in a non-equilibrium geometry from the OMol25 dataset. Energies are from ωB97M-V/def2-TZVPD.

Geometry (Å):
C (-4.0710, -0.7518, 1.2148)
N (-2.9238, -0.3603, 1.9988)
C (-3.1496, 0.6125, 3.0542)
C (-4.0899, 0.0966, 4.0915)
C (-5.2188, 0.6800, 4.5770)
C (-5.8697, -0.1036, 5.5575)
C (-5.2293, -1.2749, 5.7930)
S (-3.8119, -1.4457, 4.8339)
C (-1.6746, -0.8506, 1.8185)
O (-0.7388, -0.4923, 2.5086)
C (-1.5291, -1.8935, 0.7212)
C (-0.0526, -2.1665, 0.4023)
C (0.4994, -1.0957, -0.4943)
C (0.4444, -1.2427, -1.8771)
C (0.9183, -0.2449, -2.7112)
C (1.4443, 0.9054, -2.1565)
S (2.0985, 2.1792, -3.2359)
O (2.0226, 3.4348, -2.5496)
O (1.4766, 2.0385, -4.5201)
N (3.7147, 1.8623, -3.4607)
C (4.6299, 2.1173, -2.3740)
C (4.9443, 0.8313, -1.6011)
O (5.3904, -0.1870, -2.4718)
C (4.4206, -0.4887, -3.4518)
C (4.0905, 0.7473, -4.2963)
C (1.4926, 1.0793, -0.7866)
C (1.0236, 0.0760, 0.0433)
H (-4.1822, -1.8369, 1.1871)
H (-4.9632, -0.3316, 1.6748)
H (-4.0000, -0.3765, 0.1899)
H (-3.5483, 1.5402, 2.6282)
H (-2.1666, 0.8164, 3.4926)
H (-5.5740, 1.6422, 4.2523)
H (-6.7737, 0.1952, 6.0566)
H (-5.4983, -2.0575, 6.4740)
H (-2.0037, -2.8120, 1.0766)
H (-2.0477, -1.5663, -0.1806)
H (0.0353, -3.1381, -0.0861)
H (0.5011, -2.1869, 1.3417)
H (0.0301, -2.1451, -2.3035)
H (0.8740, -0.3342, -3.7854)
H (4.1710, 2.8690, -1.7332)
H (5.5570, 2.5205, -2.7976)
H (5.7569, 0.9968, -0.8920)
H (4.0504, 0.4880, -1.0577)
H (4.8548, -1.2748, -4.0718)
H (3.5084, -0.8688, -2.9659)
H (3.2621, 0.5593, -4.9780)
H (4.9758, 1.0372, -4.8739)
H (1.8837, 2.0035, -0.3907)
H (1.0452, 0.1984, 1.1152)

Results
2S+1 ... 1
SMILES ... CN(Cc1cccs1)C(=O)CCc1ccc(S(=O)(=O)N2CCOCC2)cc1
Energy above the lowest of the compared OMol25 structures with the same formula, charge and spin ... 18.9 kcal/mol
Charge ... 0
E_LUMO ... 0.5 eV
Frontier orbital gap ... 9.402 eV
HOMO energy ... -8.9 eV

Here is a single C19H24N4O3 molecule from the OMol25 dataset. Energies are from ωB97M-V/def2-TZVPD.

Geometry (Å):
C (-3.7874, -3.5150, 3.8377)
C (-2.6190, -2.6458, 3.7278)
C (-1.6576, -1.9339, 3.6374)
C (-0.5063, -1.0473, 3.4676)
C (-0.7646, 0.0439, 2.4199)
N (-1.1570, -0.5705, 1.1680)
C (-1.4442, 0.1712, 0.0741)
O (-1.2591, 1.3876, 0.0296)
C (-1.9617, -0.5806, -1.0721)
N (-2.2167, -1.9224, -1.0307)
C (-2.6533, -2.2557, -2.2136)
N (-2.6981, -1.1710, -3.0516)
C (-3.0862, -1.0735, -4.3696)
C (-3.0305, 0.1258, -4.9803)
C (-2.5748, 1.2812, -4.2685)
C (-2.1941, 1.1893, -2.9713)
C (-2.2523, -0.0753, -2.3273)
C (0.5001, 0.9027, 2.3224)
O (0.6893, 1.7852, 3.1393)
N (1.3880, 0.5581, 1.3635)
C (2.4961, 1.4374, 0.9992)
C (1.9524, 2.6791, 0.2906)
O (1.2782, 2.3473, -0.9108)
C (3.4800, 0.6376, 0.1545)
C (4.7335, 1.4067, -0.2424)
C (5.7431, 0.5172, -0.9574)
H (-4.7071, -2.9320, 3.7923)
H (-3.8050, -4.2429, 3.0268)
H (-3.7762, -4.0581, 4.7826)
H (-0.2582, -0.5538, 4.4076)
H (0.3674, -1.6322, 3.1669)
H (-1.5458, 0.7183, 2.7761)
H (-1.4656, -1.5335, 1.1667)
H (-2.9514, -3.2400, -2.5352)
H (-3.4169, -1.9870, -4.8409)
H (-3.3335, 0.2033, -6.0140)
H (-2.5357, 2.2336, -4.7785)
H (-1.8463, 2.0380, -2.4022)
H (1.0692, -0.0838, 0.6549)
H (2.9738, 1.7600, 1.9277)
H (1.2919, 3.2137, 0.9777)
H (2.7766, 3.3459, 0.0329)
H (0.3722, 2.0940, -0.6751)
H (3.7662, -0.2554, 0.7192)
H (2.9680, 0.2951, -0.7513)
H (4.4639, 2.2412, -0.8932)
H (5.1924, 1.8423, 0.6509)
H (6.6335, 1.0756, -1.2479)
H (6.0598, -0.3090, -0.3176)
H (5.3087, 0.0873, -1.8622)

Results
2S+1 ... 1
SMILES ... CC#CC[C@H](NC(=O)c1ncn2ccccc12)C(=O)N[C@H](CO)CCC
Energy above the lowest of the compared OMol25 structures with the same formula, charge and spin ... 61.4 kcal/mol
Charge ... 0
E_LUMO ... 0.2 eV
Frontier orbital gap ... 8.552 eV
HOMO energy ... -8.3 eV

Here is a single C19H24N4O6S2 molecule in a non-equilibrium geometry from the OMol25 dataset. Energies are from ωB97M-V/def2-TZVPD.

Geometry (Å):
C (3.4377, 2.5504, 2.0911)
O (4.2195, 1.6102, 1.3966)
C (3.6169, 0.4936, 0.9088)
C (2.2728, 0.2008, 1.0480)
C (1.7625, -0.9694, 0.4877)
C (0.3413, -1.3468, 0.5639)
O (-0.1982, -2.1064, -0.2200)
N (-0.3715, -0.8030, 1.6060)
C (-1.7119, -1.0021, 1.7338)
N (-2.4364, -0.4587, 2.6541)
N (-3.7251, -0.7537, 2.5472)
C (-4.0051, -1.5322, 1.5623)
S (-5.6145, -2.0988, 1.2525)
C (-5.6373, -2.0973, -0.5839)
C (-5.6123, -0.6516, -1.0586)
O (-6.6142, 0.0244, -1.1298)
N (-4.3827, -0.1997, -1.3920)
C (-4.1134, 1.2069, -1.5624)
C (-3.3603, 1.7550, -0.3378)
C (-3.0013, 3.2395, -0.4857)
C (-1.5538, 3.1878, -0.9717)
C (-1.0432, 1.9492, -0.2419)
O (-2.1282, 1.0450, -0.2003)
S (-2.5772, -2.0241, 0.6216)
C (2.6053, -1.8229, -0.2137)
C (3.9611, -1.5568, -0.3483)
O (4.8151, -2.3902, -1.0183)
C (4.2950, -3.5620, -1.6019)
C (4.4885, -0.3851, 0.2215)
O (5.7698, 0.0479, 0.1976)
C (6.7932, -0.6801, -0.4440)
H (4.1249, 3.3450, 2.3763)
H (2.6480, 2.9680, 1.4571)
H (2.9926, 2.1196, 2.9942)
H (1.6223, 0.8984, 1.5490)
H (0.0631, -0.2061, 2.2929)
H (-4.8057, -2.6946, -0.9524)
H (-6.5899, -2.5557, -0.8432)
H (-3.5662, -0.7704, -1.2232)
H (-5.0746, 1.7128, -1.6696)
H (-3.5091, 1.3515, -2.4624)
H (-3.9665, 1.5661, 0.5580)
H (-3.0574, 3.7368, 0.4825)
H (-3.6658, 3.7464, -1.1808)
H (-1.5156, 3.0324, -2.0500)
H (-0.9862, 4.0806, -0.7209)
H (-0.7450, 2.2088, 0.7859)
H (-0.2077, 1.4532, -0.7424)
H (2.1651, -2.7064, -0.6445)
H (3.8675, -4.2315, -0.8497)
H (3.5405, -3.3343, -2.3605)
H (5.1469, -4.0483, -2.0746)
H (6.6044, -0.7885, -1.5136)
H (6.9282, -1.6676, 0.0012)
H (7.6942, -0.0862, -0.2918)

Results
2S+1 ... 1
SMILES ... COc1cc(C(=O)Nc2nnc(SCC(=O)NC[C@@H]3CCCO3)s2)cc(OC)c1OC
Energy above the lowest of the compared OMol25 structures with the same formula, charge and spin ... 2.7 kcal/mol
Charge ... 0
E_LUMO ... 0.2 eV
Frontier orbital gap ... 8.425 eV
HOMO energy ... -8.2 eV

Here is a molecular structure, C19H25B3Cl48O5 in a non-equilibrium geometry from the OMol25 dataset. Energies are from ωB97M-V/def2-TZVPD.

Geometry (Å):
C (6.6538, -0.4644, -1.4675)
C (5.3983, -0.3383, -0.5341)
O (4.8190, -1.6309, -0.3889)
C (4.3480, 0.5582, -1.2856)
O (3.2132, 0.8937, -0.4741)
B (2.0782, 0.1587, -0.8270)
O (0.9316, 0.8819, -1.2639)
B (-0.2715, 0.1722, -1.0261)
O (-0.3674, -1.2140, -1.3179)
B (0.9497, -1.6350, -1.6286)
O (1.9785, -1.2418, -0.7335)
H (7.5224, 0.0720, -1.0511)
H (6.3674, -0.1195, -2.4799)
H (6.9153, -1.5381, -1.5262)
H (5.6448, 0.1402, 0.4304)
H (4.4895, -1.7273, 0.5080)
H (4.8850, 1.5030, -1.5107)
H (4.0957, 0.0681, -2.2468)
H (-1.2435, 0.7068, -0.6224)
H (1.2563, -2.2903, -2.5570)
C (-3.2528, 3.0299, 0.7549)
Cl (-4.9714, 2.9035, 0.3635)
Cl (-2.7722, 1.7283, 1.8502)
Cl (-2.2703, 3.0052, -0.7149)
H (-3.0890, 3.9729, 1.2519)
C (6.6523, 3.5138, 0.9479)
Cl (6.9143, 3.4017, -0.7965)
Cl (5.2238, 2.5940, 1.4397)
Cl (8.0825, 2.9560, 1.8241)
H (6.4869, 4.5553, 1.1972)
C (3.3223, -2.3725, 3.6252)
Cl (2.7748, -2.2379, 1.9498)
Cl (2.8305, -3.9206, 4.3199)
Cl (5.0759, -2.1732, 3.7216)
H (2.8578, -1.5792, 4.1991)
C (-2.7499, 4.0812, 5.2275)
Cl (-2.6947, 4.7041, 3.5760)
Cl (-4.1515, 3.0281, 5.4476)
Cl (-1.2571, 3.2232, 5.6219)
H (-2.8474, 4.9228, 5.8997)
C (2.9552, -5.2912, -3.3131)
Cl (3.7808, -5.7550, -4.8054)
Cl (3.9692, -4.2195, -2.3389)
Cl (1.4109, -4.5164, -3.6801)
H (2.7568, -6.1892, -2.7394)
C (3.8338, -7.5985, -8.6077)
Cl (4.6352, -8.0837, -10.1088)
Cl (4.8829, -6.5461, -7.6511)
Cl (2.2983, -6.7963, -8.9541)
H (3.6282, -8.4881, -8.0296)
C (-2.1593, -6.8460, -4.3516)
Cl (-1.5642, -6.5549, -2.7118)
Cl (-0.8251, -6.8480, -5.5102)
Cl (-3.0508, -8.3701, -4.4264)
H (-2.8367, -6.0421, -4.6163)
C (0.3614, 7.3607, 5.4709)
Cl (-0.6889, 6.5144, 6.6114)
Cl (1.4682, 6.2267, 4.6899)
Cl (-0.5960, 8.2254, 4.2625)
H (0.9489, 8.0855, 6.0268)
C (2.4097, 7.1849, 9.4725)
Cl (2.4782, 7.7952, 7.8134)
Cl (1.0023, 6.1411, 9.6922)
Cl (3.8966, 6.3217, 9.8748)
H (2.3147, 8.0308, 10.1430)
C (-4.8058, 7.7225, 6.2855)
Cl (-6.5249, 7.6453, 5.8475)
Cl (-4.3445, 6.3845, 7.3484)
Cl (-3.8166, 7.7152, 4.8176)
H (-4.6253, 8.6530, 6.8121)
C (-7.4821, 6.7403, 10.3221)
Cl (-7.5809, 8.1271, 11.4146)
Cl (-7.2099, 7.2712, 8.6581)
Cl (-6.2050, 5.6313, 10.8389)
H (-8.4269, 6.2107, 10.3600)
C (2.2908, -11.6302, -7.3530)
Cl (1.5556, -10.3934, -6.3263)
Cl (1.0820, -12.3602, -8.4134)
Cl (3.6139, -10.9396, -8.3015)
H (2.6981, -12.4058, -6.7151)
C (-2.7393, -1.2703, -3.9998)
Cl (-3.8719, -0.4433, -2.9264)
Cl (-2.7646, -3.0116, -3.7026)
Cl (-3.1145, -0.9211, -5.6915)
H (-1.7410, -0.9048, -3.7891)
C (-9.2213, 6.4721, 3.1436)
Cl (-9.2697, 7.8480, 4.2576)
Cl (-9.0122, 7.0283, 1.4800)
Cl (-7.9373, 5.3420, 3.5867)
H (-10.1686, 5.9503, 3.2102)
C (3.0604, -8.6711, -13.3860)
Cl (2.0391, -9.4872, -12.1991)
Cl (4.1849, -9.8131, -14.1315)
Cl (2.0736, -7.8743, -14.6167)
H (3.6384, -7.9126, -12.8705)
C (-6.4844, -0.4454, 0.8757)
Cl (-8.2065, -0.5688, 0.4940)
Cl (-6.0006, -1.7249, 1.9944)
Cl (-5.5117, -0.5075, -0.5980)
H (-6.3104, 0.5106, 1.3573)

Results
2S+1 ... 1
Charge ... 0
E_LUMO ... 0.1 eV
Frontier orbital gap ... 9.731 eV
HOMO energy ... -9.7 eV